[1]
135
Properties=species:S:1:pos:R:3 method="wB97M-V/def2-TZVPD" homo_lumo_gap_ev=9.56 charge=+1 multiplicity=1
C 4.085 -1.553 0.103
C 2.943 -0.652 -0.722
Br 3.868 1.041 -1.387
C 2.282 -1.481 -1.970
Br 2.595 -0.664 -3.782
C 0.687 -1.922 -1.712
C 0.419 -3.069 -2.896
N -0.862 -3.843 -2.723
C -0.370 -0.678 -1.931
N -0.808 -0.018 -0.606
C -1.596 1.263 -0.812
B -0.594 2.593 -1.026
O 0.577 2.868 -0.120
O -0.815 3.619 -2.091
C -1.399 -0.995 0.382
C -3.017 -1.092 0.449
C -3.624 -1.860 -1.040
C -5.256 -1.420 -1.444
O -3.912 -0.891 -2.233
C -0.676 -2.497 0.245
Br -0.365 -3.113 2.169
O 0.661 -2.461 -0.349
H 4.403 -2.524 -0.469
H 5.016 -0.917 0.429
H 3.529 -1.930 1.089
H 2.192 -0.286 0.095
H 2.858 -2.527 -2.003
H 1.332 -3.816 -2.890
H 0.378 -2.584 -3.984
H -1.720 -3.254 -2.788
H -0.915 -4.469 -3.582
H 0.011 0.156 -2.675
H -1.325 -1.144 -2.434
H 0.113 0.299 -0.174
H -2.257 1.221 -1.803
H -2.261 1.568 0.132
H 1.163 3.558 -0.552
H -1.773 3.910 -2.001
H -1.043 -0.608 1.456
H -3.606 -0.092 0.553
H -3.332 -1.901 1.239
H -3.270 -3.042 -1.269
H -5.574 -0.299 -1.330
H -5.868 -2.215 -2.088
H -1.392 -3.309 -0.201
C 8.330 -4.225 4.059
C 7.707 -4.990 2.881
C 7.596 -4.192 1.585
F 6.814 -3.099 1.716
F 7.031 -4.950 0.607
F 6.502 -5.491 3.262
F 8.502 -6.081 2.643
O 7.413 -3.645 4.990
C 6.902 -2.363 4.626
C 5.387 -2.373 4.383
F 5.042 -3.243 3.400
F 4.944 -1.149 3.986
F 7.603 -1.886 3.566
F 7.193 -1.539 5.668
H 8.881 -4.965 4.652
H 9.096 -3.509 3.737
H 8.581 -3.879 1.228
H 4.844 -2.657 5.288
C -4.430 1.124 6.362
C -5.296 0.046 5.690
C -4.542 -1.211 5.269
F -3.575 -0.955 4.362
F -5.390 -2.100 4.683
F -5.965 0.599 4.644
F -6.260 -0.317 6.594
O -3.980 2.187 5.518
C -2.794 1.914 4.773
C -3.033 1.901 3.257
F -3.958 0.974 2.903
F -1.894 1.586 2.583
F -2.234 0.765 5.228
F -1.921 2.908 5.091
H -5.072 1.621 7.099
H -3.613 0.697 6.956
H -4.091 -1.710 6.131
H -3.382 2.875 2.905
C -3.001 5.952 -4.233
C -3.147 4.636 -5.013
C -1.859 4.121 -5.647
F -1.346 4.984 -6.551
F -2.089 2.959 -6.317
F -4.136 4.772 -5.937
F -3.595 3.690 -4.129
O -3.367 7.144 -4.933
C -2.349 7.701 -5.762
C -2.719 7.685 -7.251
F -2.962 6.425 -7.694
F -1.705 8.173 -8.016
F -1.171 7.078 -5.505
F -2.192 8.986 -5.344
H -3.716 5.899 -3.402
H -2.024 6.045 -3.745
H -1.099 3.915 -4.888
H -3.612 8.285 -7.442
C -6.467 -4.940 3.400
C -5.069 -5.439 3.007
C -4.865 -5.663 1.512
F -5.700 -6.599 1.010
F -3.602 -6.108 1.265
F -4.777 -6.558 3.722
F -4.170 -4.491 3.423
O -7.388 -5.935 3.853
C -8.092 -6.629 2.824
C -7.755 -8.125 2.776
F -6.429 -8.335 2.576
F -8.402 -8.743 1.751
F -7.882 -6.004 1.638
F -9.413 -6.466 3.104
H -6.329 -4.287 4.271
H -6.910 -4.287 2.638
H -5.000 -4.735 0.950
H -8.036 -8.623 3.709
C 7.622 5.639 -1.473
C 8.486 5.684 -2.743
C 7.986 6.637 -3.825
F 6.757 6.308 -4.276
F 8.812 6.604 -4.906
F 8.639 4.422 -3.224
F 9.739 6.089 -2.364
O 6.680 4.566 -1.390
C 5.433 4.796 -2.046
C 5.193 3.837 -3.219
F 6.170 3.934 -4.155
F 4.023 4.119 -3.853
F 5.352 6.102 -2.407
F 4.476 4.609 -1.098
H 8.309 5.457 -0.638
H 7.163 6.608 -1.242
H 7.963 7.669 -3.463
H 5.157 2.799 -2.878

***

[2]
96
Properties=species:S:1:pos:R:3 method="wB97M-V/def2-TZVPD" e_above_lowest_kj_mol=1566.7 homo_lumo_gap_ev=6.53 charge=+1 multiplicity=1
C 0.889 6.084 3.694
C 1.687 5.994 2.265
Cl 3.503 6.491 2.387
C 1.526 4.574 1.463
N 1.660 3.333 2.318
C 3.097 2.799 2.498
C 3.323 1.670 1.318
C 4.928 1.288 1.095
C 5.012 -0.261 0.503
O 5.554 -1.258 1.206
O 4.427 -0.552 -0.840
C 0.578 2.659 2.899
N 0.840 1.400 3.694
C -0.427 0.698 4.128
F -0.064 -0.763 4.253
C -0.865 1.185 5.627
B -1.012 -0.109 6.685
O 0.227 -0.664 7.265
O -2.355 -0.669 7.073
C -1.639 0.745 3.001
F -1.360 -0.436 2.098
I -3.641 0.321 3.847
C -1.584 2.065 2.033
C -3.038 2.561 1.443
C -3.710 1.476 0.361
C -5.369 1.441 0.202
C -6.118 0.432 -0.879
C -5.208 -0.571 -1.849
C -3.580 -0.521 -1.649
C -2.821 0.472 -0.583
N -0.789 3.240 2.621
N -1.399 3.772 3.740
H -0.245 6.340 3.424
H 0.988 5.119 4.360
H 1.292 7.056 4.246
H 1.202 6.828 1.562
H 2.427 4.532 0.681
H 0.546 4.589 0.787
H 3.311 2.413 3.582
H 3.870 3.676 2.257
H 2.638 0.733 1.462
H 2.985 2.170 0.292
H 5.558 1.445 2.079
H 5.437 1.971 0.273
H 3.956 -1.446 -0.772
H 1.524 1.535 4.469
H 0.061 1.803 6.060
H -1.777 1.919 5.674
H 0.112 -1.602 7.597
H -2.395 -1.653 6.847
H -0.953 1.740 1.072
H -2.798 3.520 0.772
H -3.799 2.930 2.252
H -6.058 2.130 0.850
H -7.282 0.413 -1.027
H -5.663 -1.291 -2.664
H -2.913 -1.203 -2.329
H -1.636 0.445 -0.552
H -1.732 4.738 3.453
H -2.262 3.262 4.027
F 3.989 -3.332 -0.813
C 3.364 -4.274 -0.095
C 2.205 -4.858 -0.596
C 1.556 -5.843 0.149
C 2.067 -6.225 1.392
C 3.227 -5.628 1.888
C 3.882 -4.652 1.138
H 1.819 -4.543 -1.559
H 0.654 -6.312 -0.237
H 1.558 -6.990 1.975
H 3.621 -5.924 2.858
H 4.790 -4.184 1.505
F -3.838 -2.959 -3.391
C -2.891 -3.681 -4.005
C -1.611 -3.155 -4.141
C -0.623 -3.908 -4.776
C -0.930 -5.176 -5.278
C -2.219 -5.692 -5.141
C -3.204 -4.944 -4.496
H -1.393 -2.166 -3.753
H 0.383 -3.510 -4.880
H -0.161 -5.761 -5.776
H -2.457 -6.677 -5.535
H -4.209 -5.334 -4.373
F 1.188 -1.638 -5.574
C 0.671 -0.713 -6.394
C -0.706 -0.658 -6.582
C -1.245 0.309 -7.431
C -0.399 1.203 -8.092
C 0.982 1.137 -7.900
C 1.520 0.178 -7.042
H -1.346 -1.366 -6.067
H -2.320 0.365 -7.579
H -0.819 1.954 -8.757
H 1.638 1.832 -8.418
H 2.590 0.118 -6.875

***

[3]
92
Properties=species:S:1:pos:R:3 method="wB97M-V/def2-TZVPD" e_above_lowest_kj_mol=342.5 homo_lumo_gap_ev="4.81 / 4.77" charge=+2 multiplicity=2 s2=0.79
Ir 0.466 -0.562 -0.162
C -1.235 0.338 3.685
Sb 0.407 -0.219 2.479
C 0.814 -2.182 3.324
C 2.057 0.870 3.396
C 3.204 -0.033 3.683
C 3.227 -0.779 4.863
C 4.221 -1.707 5.117
C 5.221 -1.910 4.179
C 5.246 -1.132 3.034
C 4.267 -0.167 2.788
C 4.405 0.721 1.597
Sb 3.302 0.066 -0.181
C 4.005 1.690 -1.375
C 4.720 -1.433 -0.761
H -1.078 -0.022 4.700
H -2.146 -0.089 3.270
H -1.310 1.421 3.659
H 1.017 -2.034 4.383
H 1.682 -2.642 2.851
H -0.056 -2.833 3.221
H 1.595 1.261 4.303
H 2.262 1.688 2.714
H 2.443 -0.613 5.595
H 4.220 -2.269 6.043
H 5.992 -2.649 4.354
H 6.061 -1.244 2.326
H 5.430 0.734 1.228
H 4.063 1.740 1.770
H 5.091 1.724 -1.301
H 3.573 2.619 -1.007
H 3.713 1.553 -2.415
H 5.701 -0.962 -0.810
H 4.466 -1.831 -1.744
H 4.735 -2.243 -0.033
O -0.008 2.033 1.628
C 0.177 2.334 0.437
O 0.494 1.484 -0.481
C 0.072 3.762 0.034
C 0.251 4.751 0.997
C 0.138 6.085 0.644
C -0.186 6.431 -0.662
C -0.365 5.446 -1.623
C -0.235 4.110 -1.277
H 0.477 4.468 2.016
H 0.295 6.856 1.386
H -0.310 7.473 -0.927
H -0.607 5.724 -2.640
H -0.389 3.329 -2.011
N 0.544 -0.708 -2.218
C 0.334 -0.288 -3.282
N 0.096 0.161 -4.476
C 1.196 0.517 -5.398
C 1.436 -0.634 -6.370
C 0.139 -0.999 -7.101
C -0.984 -1.314 -6.107
C -1.186 -0.146 -5.147
H 2.086 0.751 -4.818
H 0.881 1.408 -5.942
H 1.811 -1.502 -5.818
H 2.202 -0.334 -7.086
H 0.314 -1.866 -7.738
H -0.165 -0.167 -7.743
H -0.733 -2.212 -5.534
H -1.918 -1.502 -6.637
H -1.940 -0.363 -4.393
H -1.483 0.748 -5.696
Br -5.924 -2.201 -0.341
C -4.229 -2.974 -0.646
C -4.296 -4.265 -1.194
C -3.144 -4.983 -1.544
C -1.930 -4.430 -1.357
C -1.756 -3.102 -0.746
C -3.002 -2.385 -0.375
C -2.840 -1.007 0.297
O -3.829 -0.354 0.506
O -1.646 -0.630 0.639
H -5.272 -4.707 -1.361
H -3.249 -5.971 -1.973
H -1.029 -4.943 -1.672
H -1.231 -2.466 -1.480
Br 0.768 -7.100 1.352
C 0.584 -5.320 0.774
C -0.575 -4.650 0.930
C -0.712 -3.228 0.484
N 0.517 -2.568 0.093
C 1.583 -3.307 -0.127
C 1.682 -4.669 0.168
H -1.447 -5.103 1.389
H -1.153 -2.669 1.307
H 2.437 -2.797 -0.553
H 2.597 -5.209 -0.030

***

no.,largest force on an atom (eV/A)
1,5.00
2,8.39
3,3.27